Entry 1:
{
  "formula": "C36H99N9O9",
  "method": "ωB97M-V/def2-TZVPD",
  "species": ["C", "O", "C", "C", "C", "N", "H", "H", "H", "H", "H", "H", "H", "H", "H", "H", "H", "C", "O", "C", "C", "C", "N", "H", "H", "H", "H", "H", "H", "H", "H", "H", "H", "H", "C", "O", "C", "C", "C", "N", "H", "H", "H", "H", "H", "H", "H", "H", "H", "H", "H", "C", "O", "C", "C", "C", "N", "H", "H", "H", "H", "H", "H", "H", "H", "H", "H", "H", "C", "O", "C", "C", "C", "N", "H", "H", "H", "H", "H", "H", "H", "H", "H", "H", "H", "C", "O", "C", "C", "C", "N", "H", "H", "H", "H", "H", "H", "H", "H", "H", "H", "H", "C", "O", "C", "C", "C", "N", "H", "H", "H", "H", "H", "H", "H", "H", "H", "H", "H", "C", "O", "C", "C", "C", "N", "H", "H", "H", "H", "H", "H", "H", "H", "H", "H", "H", "C", "O", "C", "C", "C", "N", "H", "H", "H", "H", "H", "H", "H", "H", "H", "H", "H"],
  "positions_angstrom": [[10.964, 2.039, 5.833], [11.639, 0.877, 5.338], [11.644, 0.638, 3.978], [12.100, -0.765, 3.642], [12.003, -0.964, 2.148], [11.245, -1.743, 4.340], [9.883, 1.900, 5.819], [11.176, 2.942, 5.261], [11.399, 2.206, 6.819], [10.687, 0.839, 3.497], [12.269, 1.295, 3.375], [13.151, -0.800, 3.928], [12.534, -0.230, 1.542], [10.950, -0.835, 1.896], [12.422, -1.957, 1.991], [11.390, -1.571, 5.324], [10.257, -1.556, 4.246], [20.962, -5.807, 1.048], [22.140, -5.439, 0.338], [22.810, -6.524, -0.251], [24.128, -6.320, -1.057], [25.328, -5.734, -0.252], [23.754, -5.441, -2.146], [21.111, -6.576, 1.806], [20.181, -6.261, 0.437], [20.491, -4.965, 1.556], [23.091, -7.301, 0.460], [22.084, -6.935, -0.953], [24.440, -7.251, -1.530], [26.211, -5.806, -0.887], [25.617, -6.302, 0.632], [25.148, -4.697, 0.031], [23.438, -4.536, -1.826], [22.961, -5.839, -2.629], [18.912, -3.022, 3.626], [18.157, -2.359, 4.610], [17.390, -3.328, 5.294], [16.072, -2.756, 5.968], [15.056, -3.775, 6.398], [15.420, -1.924, 4.996], [19.654, -2.277, 3.336], [18.360, -3.303, 2.729], [19.291, -4.010, 3.887], [16.987, -4.107, 4.648], [18.074, -3.826, 5.982], [16.299, -2.148, 6.843], [14.585, -4.232, 5.527], [14.245, -3.267, 6.920], [15.429, -4.584, 7.026], [14.941, -1.140, 5.416], [16.112, -1.428, 4.453], [13.780, 4.517, 6.150], [13.544, 3.500, 7.041], [14.690, 2.773, 7.390], [14.375, 1.311, 7.922], [15.645, 0.729, 8.457], [13.962, 0.507, 6.847], [14.477, 4.391, 5.321], [14.081, 5.457, 6.612], [12.832, 4.685, 5.639], [15.425, 2.643, 6.596], [15.045, 3.411, 8.200], [13.628, 1.335, 8.716], [16.382, 0.589, 7.666], [15.414, -0.294, 8.753], [16.148, 1.211, 9.296], [13.894, -0.496, 6.945], [13.127, 0.890, 6.427], [19.680, 0.900, 2.156], [18.258, 1.083, 1.957], [17.566, -0.065, 2.359], [16.081, 0.094, 1.884], [15.387, 1.190, 2.685], [15.368, -1.205, 1.926], [20.252, 1.769, 1.832], [20.012, -0.046, 1.727], [20.019, 0.856, 3.190], [17.839, -0.945, 1.776], [17.619, -0.203, 3.439], [16.100, 0.400, 0.838], [14.384, 1.357, 2.293], [15.892, 2.142, 2.520], [15.151, 1.071, 3.742], [15.412, -1.507, 2.888], [14.372, -1.058, 1.853], [14.412, -9.723, 3.036], [15.327, -9.298, 2.049], [15.456, -7.869, 1.989], [16.684, -7.342, 2.670], [16.843, -5.891, 2.363], [17.962, -7.896, 2.256], [14.814, -10.507, 3.677], [13.440, -9.989, 2.620], [14.267, -8.926, 3.766], [15.328, -7.526, 0.962], [14.641, -7.361, 2.505], [16.406, -7.408, 3.722], [16.708, -5.584, 1.326], [17.780, -5.487, 2.747], [16.120, -5.331, 2.957], [18.569, -7.953, 3.062], [17.784, -8.879, 2.106], [23.069, -0.158, 3.646], [22.732, -1.352, 2.974], [22.721, -2.480, 3.779], [24.091, -3.196, 3.714], [24.487, -3.858, 2.345], [24.164, -4.341, 4.681], [23.904, -0.394, 4.306], [22.202, 0.169, 4.218], [23.333, 0.643, 2.955], [22.465, -2.167, 4.791], [21.894, -3.119, 3.467], [24.860, -2.514, 4.078], [23.825, -4.632, 1.959], [25.469, -4.329, 2.308], [24.403, -3.139, 1.530], [24.033, -3.930, 5.595], [25.108, -4.698, 4.702], [12.360, -1.735, 13.436], [12.837, -2.844, 12.636], [13.966, -2.475, 11.879], [14.271, -3.662, 10.959], [15.352, -3.424, 9.898], [13.136, -4.153, 10.287], [11.489, -2.142, 13.949], [12.029, -0.958, 12.747], [13.055, -1.286, 14.144], [13.894, -1.618, 11.210], [14.794, -2.207, 12.534], [14.545, -4.565, 11.504], [15.202, -2.529, 9.293], [15.496, -4.238, 9.188], [16.355, -3.298, 10.305], [13.253, -5.114, 9.998], [12.317, -4.132, 10.877], [12.231, -7.805, 8.644], [12.111, -7.269, 7.336], [10.829, -6.751, 7.006], [10.649, -6.389, 5.504], [11.785, -5.363, 5.067], [9.319, -5.755, 5.306], [13.239, -7.662, 9.033], [12.030, -8.871, 8.747], [11.488, -7.407, 9.336], [10.027, -7.441, 7.271], [10.654, -5.839, 7.576], [10.714, -7.321, 4.944], [11.593, -4.302, 5.233], [11.641, -5.420, 3.988], [12.820, -5.632, 5.280], [9.159, -5.194, 4.481], [9.162, -5.076, 6.037]],
  "smiles": "COC[C@H](C)N.COC[C@H](C)N.COC[C@H](C)N.COC[C@H](C)N.COC[C@H](C)N.COC[C@H](C)N.COC[C@H](C)N.COC[C@H](C)N.COC[C@H](C)N",
  "e_tot_ev": -70767.3737
}



Entry 2:
{
  "formula": "C5H9NO",
  "method": "ωB97M-V/def2-TZVPD",
  "species": ["C", "C", "N", "C", "C", "C", "O", "H", "H", "H", "H", "H", "H", "H", "H", "H"],
  "positions_angstrom": [[0.748, -1.508, 0.824], [1.313, -0.454, -0.093], [1.225, -0.704, -1.533], [0.436, 0.368, -0.952], [-2.174, 0.990, -0.250], [-1.656, 1.103, 0.948], [-1.089, 0.960, 1.970], [-0.109, -1.997, 0.347], [1.496, -2.275, 1.048], [0.411, -1.051, 1.761], [2.215, 0.041, 0.269], [2.019, -0.330, -2.038], [0.691, 1.414, -1.136], [-0.626, 0.133, -0.960], [-2.017, 1.716, -1.046], [-2.882, 1.594, 0.842]],
  "e_tot_ev": -8863.7981
}



For each record above, in turn, the calculated energy relative to the best compared isomer or geometry (same formula, charge and spin) values are 113.8 124.9 kcal/mol.